Density functional theory data (ωB97M-V with the def2-TZVPD basis set) for C41H37N4O3S3Tl as an isolated structure.

```
89
Properties=species:S:1:pos:R:3:forces:R:3:mulliken_charge:R:1
Tl 0.344 -0.487 -0.640 0.40 0.11 -0.29 0.69
O -3.918 -1.958 3.178 0.04 -0.01 0.04 -0.79
C -3.279 -1.770 2.121 -0.13 0.12 0.06 -0.12
O -2.143 -2.151 1.786 0.14 -0.04 0.26 -0.61
C -4.048 -0.986 1.046 -0.13 0.10 -0.07 0.64
C -5.377 -1.326 0.788 0.01 -0.03 0.04 -0.77
C -6.052 -0.697 -0.240 -0.02 0.01 0.00 -0.56
C -5.399 0.288 -0.967 -0.04 0.07 -0.01 -0.57
C -4.097 0.598 -0.612 0.11 0.13 0.07 -0.63
N -3.425 -0.022 0.359 -0.16 -0.12 0.11 1.03
H -5.841 -2.085 1.405 0.01 0.00 0.00 0.52
H -7.074 -0.971 -0.480 -0.01 -0.01 -0.01 0.37
H -5.872 0.794 -1.798 0.02 -0.01 -0.01 0.45
H -3.544 1.365 -1.151 -0.03 -0.05 0.01 0.37
C 1.355 -1.158 2.390 -0.03 0.00 0.03 -1.04
N 2.223 -0.561 1.385 -0.03 -0.04 0.13 1.42
C 2.782 0.698 1.840 -0.02 -0.04 -0.06 -0.97
C 3.296 -1.463 0.993 -0.05 0.01 -0.03 -1.43
C 2.857 -2.657 0.170 0.04 -0.11 -0.02 0.80
C 3.676 -3.788 0.180 -0.03 0.04 0.02 -0.92
C 3.387 -4.878 -0.632 -0.01 0.04 0.00 -0.50
C 2.263 -4.827 -1.447 -0.02 0.00 0.00 -0.69
C 1.451 -3.695 -1.430 -0.03 -0.08 0.04 -0.44
C 1.709 -2.577 -0.631 -0.01 0.19 -0.05 0.10
H 1.913 -1.392 3.316 -0.01 -0.01 0.01 0.28
H 0.910 -2.074 2.001 0.03 -0.03 0.01 0.35
H 0.536 -0.475 2.617 0.05 0.00 0.01 0.06
H 3.505 0.545 2.665 -0.02 0.02 0.00 0.32
H 1.983 1.348 2.187 -0.09 0.04 0.00 -0.01
H 3.290 1.188 1.007 -0.01 -0.01 0.00 0.19
H 3.842 -1.809 1.892 0.03 0.01 0.02 0.29
H 4.006 -0.871 0.404 -0.03 -0.01 0.00 0.40
H 4.554 -3.814 0.824 -0.01 -0.01 0.00 0.30
H 4.029 -5.753 -0.626 0.00 -0.01 0.00 0.33
H 2.016 -5.670 -2.088 0.02 0.01 0.01 0.36
H 0.572 -3.696 -2.076 0.01 0.00 0.00 0.31
S 3.330 1.794 -4.001 -0.06 0.05 0.10 -0.36
C 4.138 0.425 -3.367 0.01 0.02 -0.01 -0.67
C 3.497 -0.077 -2.275 0.00 -0.03 -0.02 -0.14
C 2.312 0.628 -1.863 -0.17 -0.09 -0.09 -0.88
C 2.102 1.671 -2.723 0.15 0.02 0.02 0.64
C 1.002 2.644 -2.730 -0.08 0.04 0.01 0.63
C 0.600 3.287 -3.914 -0.02 -0.05 0.02 -0.88
C -0.451 4.179 -3.890 0.01 -0.02 0.03 -0.37
C -1.101 4.423 -2.687 0.01 0.00 -0.02 -1.06
C -0.642 3.746 -1.569 0.03 -0.03 0.03 -0.01
N 0.377 2.894 -1.569 0.04 0.04 -0.05 0.10
H 5.036 0.054 -3.843 -0.01 0.01 0.01 0.43
H 3.851 -0.977 -1.782 -0.03 0.02 -0.04 0.16
H 1.094 3.048 -4.847 0.02 -0.01 0.00 0.30
H -0.776 4.665 -4.803 0.00 0.00 -0.01 0.38
H -1.940 5.102 -2.615 0.00 0.00 0.00 0.39
H -1.127 3.905 -0.607 0.05 0.02 -0.11 0.37
S -3.135 -0.436 -3.963 0.07 0.07 0.03 -0.43
C -2.937 -1.873 -3.110 -0.17 0.01 0.08 0.08
N -2.556 -1.903 -1.801 0.10 -0.40 0.15 0.63
C -2.419 -3.013 -1.042 0.31 -0.17 -0.14 0.11
C -2.678 -4.241 -1.573 0.00 -0.05 0.04 -1.19
C -3.055 -4.299 -2.926 -0.02 0.00 0.00 0.03
C -3.179 -3.160 -3.669 -0.04 -0.07 -0.08 -0.71
H -2.258 -1.066 -1.305 -0.02 0.47 -0.37 -0.60
H -2.051 -2.823 -0.030 -0.20 -0.03 -0.04 0.61
H -2.550 -5.131 -0.975 0.00 0.02 0.02 0.44
H -3.243 -5.260 -3.392 0.00 0.00 -0.01 0.35
H -3.465 -3.196 -4.710 0.00 0.03 0.01 0.37
O -0.335 1.732 1.702 0.17 0.04 0.17 -0.41
S -1.677 2.323 1.528 -0.10 -0.08 0.08 0.94
C -2.651 1.830 2.960 -0.08 0.02 -0.03 0.43
C -4.036 1.870 2.899 0.02 0.01 -0.03 -0.14
C -4.774 1.454 3.997 0.01 -0.02 -0.02 -0.68
C -4.125 0.981 5.128 0.03 -0.01 0.00 -0.47
C -2.739 0.925 5.167 -0.05 0.00 -0.01 -0.70
C -1.994 1.353 4.080 0.07 -0.07 -0.04 -0.48
C -1.484 4.054 2.050 -0.02 0.02 -0.02 -0.16
C -2.572 4.914 2.130 0.01 -0.02 0.00 -0.34
C -2.370 6.244 2.465 0.01 -0.01 -0.01 -0.62
C -1.083 6.714 2.706 0.01 -0.03 -0.01 -0.45
C -0.001 5.851 2.606 -0.02 0.01 0.00 -0.68
C -0.199 4.516 2.273 0.02 -0.05 -0.02 -0.06
H -4.531 2.176 1.984 0.00 -0.02 0.00 0.36
H -5.855 1.446 3.946 0.00 0.00 0.00 0.34
H -4.703 0.608 5.964 0.00 0.00 0.00 0.34
H -2.238 0.512 6.033 0.00 0.01 0.00 0.38
H -0.913 1.279 4.062 -0.03 0.01 0.00 0.28
H -3.573 4.541 1.941 0.01 0.02 0.00 0.36
H -3.216 6.917 2.536 0.00 -0.01 0.00 0.38
H -0.926 7.754 2.963 0.00 0.00 0.00 0.35
H 1.003 6.217 2.780 -0.01 0.00 0.00 0.41
H 0.624 3.818 2.167 -0.02 0.02 0.00 0.34
```
Forces are in eV/Å.

## Properties
- HOMO-LUMO gap: 4.8 eV
- HOMO: -0.9 eV
- Total charge: -2
- DFT total energy: -3396.31540 Ha
- Maximum force: 0.60 eV Å⁻¹
- Relative energy (zero: lowest compared OMol25 entry of this formula, charge and spin): 15.3 kcal per mole

***

Density functional theory data (ωB97M-V with the def2-TZVPD basis set) for a 2-piece molecular cluster, CF3N2 overall at a distorted geometry.

```
6
Properties=species:S:1:pos:R:3:forces:R:3:mulliken_charge:R:1
C -1.133 1.755 0.374 0.32 -0.93 0.47 0.41
N -0.628 0.745 0.485 1.27 -2.05 -0.42 -0.21
N 1.078 -1.310 -0.603 0.31 -0.28 0.27 0.63
F 1.918 -1.639 0.281 -0.86 0.16 -0.59 0.15
F 0.492 -2.357 -0.975 0.27 0.55 0.47 0.15
F -1.727 2.807 0.437 -1.30 2.54 -0.21 -0.12
```
Forces are in eV/Å.

## Properties
- HOMO-LUMO gap (alpha / beta): 5.7 / 5.7 eV
- HOMO (alpha / beta): -16.7 / -16.7 eV
- Total charge: +1
- DFT total energy: -446.59860 Ha
- Maximum force: 2.86 eV Å⁻¹
- Relative energy (zero: lowest compared OMol25 entry of this formula, charge and spin): 158.3 kcal per mole

***

Density functional theory data (ωB97M-V with the def2-TZVPD basis set) for a 6-piece molecular cluster, C35H54F5N6O2P overall at a distorted geometry.

```
103
Properties=species:S:1:pos:R:3:forces:R:3:mulliken_charge:R:1
C -3.858 0.758 1.508 0.82 -0.39 -0.50 -1.34
C -2.787 1.661 0.808 -1.13 -0.77 1.15 0.55
C -1.862 2.179 1.929 -0.04 -0.36 -0.77 -1.55
C -2.056 0.760 -0.222 0.97 0.54 0.20 -0.32
C -1.641 1.439 -1.503 -0.05 -0.09 0.22 0.13
C -2.499 1.943 -2.382 -0.62 -0.11 -0.33 0.72
P -4.341 1.896 -2.222 -0.68 2.10 -0.94 0.54
N -4.979 3.313 -2.560 -0.05 -1.05 0.28 -0.82
C -1.995 2.613 -3.637 1.85 -1.13 1.84 -0.54
O -2.718 3.052 -4.447 -2.25 1.08 -2.47 -0.52
C -0.526 2.679 -3.885 -0.81 0.29 -0.07 -0.67
C 0.348 2.168 -3.048 0.26 0.17 -0.23 1.00
C 1.814 2.232 -3.391 -0.08 -0.59 0.69 -1.29
C 2.732 2.738 -2.247 0.58 -0.35 -0.81 -0.59
C 3.790 3.736 -2.764 -0.62 -0.50 1.23 -1.39
C 3.237 5.116 -3.052 1.71 -0.36 -0.35 1.16
F 2.678 5.653 -1.960 -0.28 -0.01 0.37 -0.30
F 2.316 5.142 -4.023 -0.69 -0.14 -0.56 -0.33
C 4.403 6.023 -3.564 -2.36 -0.93 -0.38 0.54
F 3.945 7.210 -3.869 -0.30 1.66 0.23 -0.26
F 4.836 5.503 -4.690 0.87 -0.82 -1.25 -0.27
F 5.379 6.091 -2.720 1.48 0.34 1.26 -0.23
C -0.169 1.512 -1.820 -0.77 0.62 -0.94 0.74
O 0.611 1.003 -1.086 1.79 -1.28 1.75 -0.74
H -4.767 0.649 0.911 -0.06 0.13 0.21 0.30
H -3.422 -0.248 1.562 -0.15 0.06 0.23 0.28
H -4.060 1.067 2.532 -0.29 0.16 -0.17 0.42
H -3.330 2.487 0.340 0.32 0.09 -0.08 0.41
H -1.205 1.338 2.198 0.10 0.56 0.10 0.26
H -1.319 3.062 1.583 0.31 -0.20 0.22 0.30
H -2.437 2.434 2.820 0.03 0.18 -0.12 0.50
H -2.600 -0.162 -0.445 -0.09 0.66 0.02 -0.42
H -1.127 0.439 0.266 -0.18 -0.11 -0.08 0.45
H -4.718 1.532 -0.918 0.65 -0.67 -0.26 -0.03
H -4.782 0.900 -3.125 0.37 -0.34 0.48 0.12
H -5.580 3.157 -3.366 0.07 0.51 -0.05 0.25
H -0.207 3.165 -4.798 -0.24 0.06 -0.07 0.46
H 2.143 1.224 -3.670 -0.04 0.03 0.10 0.42
H 1.913 2.820 -4.303 -0.02 0.14 0.16 0.52
H 2.194 3.106 -1.374 -0.07 0.19 -0.21 0.49
H 3.305 1.873 -1.905 -0.14 0.11 0.24 0.24
H 4.341 3.298 -3.595 -0.17 0.30 -0.22 0.41
H 4.507 3.862 -1.945 0.06 0.17 -0.17 0.46
C -0.323 -2.436 -3.445 0.02 0.02 0.00 -1.25
C -0.098 -2.859 -1.998 0.16 0.19 -0.18 -0.26
C -1.337 -3.499 -1.364 -0.02 0.37 -0.01 -0.01
C -2.452 -2.539 -1.364 0.97 -1.18 0.07 0.03
N -3.293 -1.771 -1.381 -1.09 0.48 -0.22 -0.53
H -1.099 -1.672 -3.524 -0.03 -0.04 0.01 0.28
H 0.592 -2.015 -3.865 -0.01 -0.03 -0.01 0.35
H -0.616 -3.289 -4.061 0.00 0.02 0.00 0.35
H 0.205 -1.986 -1.414 -0.04 -0.05 0.07 0.19
H 0.724 -3.574 -1.959 -0.09 -0.07 0.08 0.35
H -1.126 -3.796 -0.336 -0.12 0.00 0.03 0.03
H -1.637 -4.389 -1.917 -0.01 0.01 -0.01 0.40
C 3.999 7.433 -0.199 0.07 0.28 0.26 -0.83
C 4.371 8.856 0.205 -0.08 -0.19 -0.14 -0.55
C 5.321 8.909 1.406 -0.34 -0.02 0.03 -0.47
C 4.700 8.286 2.586 0.82 0.66 -1.08 0.25
N 4.215 7.800 3.494 -0.57 -0.54 0.98 -0.42
H 3.463 6.917 0.600 0.04 0.01 0.02 0.39
H 3.352 7.449 -1.066 0.00 0.12 -0.03 0.17
H 4.889 6.854 -0.445 0.02 -0.03 0.02 0.24
H 3.459 9.411 0.435 0.07 0.06 0.04 0.32
H 4.845 9.356 -0.642 0.04 0.06 0.08 0.32
H 5.568 9.943 1.648 0.05 -0.03 0.08 0.30
H 6.251 8.384 1.181 0.00 -0.02 0.05 0.27
C -0.777 -7.268 1.414 -0.02 -0.18 0.11 -0.66
C 0.468 -7.994 0.922 -0.30 -0.06 0.14 -0.66
C 1.373 -7.058 0.120 -0.17 -0.19 -0.15 -0.32
C 0.651 -6.549 -1.057 0.99 -0.37 1.10 0.24
N 0.092 -6.154 -1.966 -0.62 0.31 -1.00 -0.46
H -1.389 -6.909 0.584 0.06 0.03 -0.01 0.37
H -1.399 -7.937 2.012 0.02 0.01 0.02 0.34
H -0.505 -6.415 2.033 -0.02 0.00 -0.03 -0.07
H 0.178 -8.852 0.311 0.11 0.03 -0.05 0.34
H 1.023 -8.387 1.776 0.09 0.05 -0.06 0.35
H 2.272 -7.576 -0.217 0.01 0.06 -0.06 0.34
H 1.682 -6.213 0.738 -0.01 0.05 -0.06 0.17
C -5.073 -3.817 1.907 0.00 -0.02 -0.02 -0.99
C -4.741 -5.296 2.080 -0.18 0.22 -0.14 -0.42
C -3.775 -5.560 3.241 0.06 0.09 -0.31 -0.41
C -2.500 -4.863 3.012 -1.21 -0.65 0.49 0.11
N -1.516 -4.319 2.831 1.03 0.61 -0.26 -0.31
H -4.184 -3.232 1.665 0.00 0.00 0.04 0.15
H -5.783 -3.680 1.092 0.00 0.01 0.03 0.36
H -5.516 -3.406 2.816 0.02 0.02 -0.01 0.35
H -4.311 -5.677 1.151 0.03 -0.08 0.06 0.26
H -5.664 -5.852 2.258 0.08 -0.08 0.05 0.32
H -3.577 -6.628 3.334 0.08 0.02 0.06 0.28
H -4.202 -5.212 4.182 0.06 0.03 0.02 0.34
C 1.217 -3.577 5.560 0.01 -0.03 -0.01 -1.31
C 1.693 -3.485 4.115 -0.08 -0.24 0.11 0.01
C 2.033 -2.053 3.688 -0.29 -0.15 0.02 -0.43
C 0.847 -1.191 3.799 1.31 -0.72 -0.19 0.19
N -0.079 -0.537 3.892 -1.09 0.74 0.10 -0.43
H 0.295 -3.015 5.714 0.03 0.04 -0.03 0.35
H 1.015 -4.614 5.829 0.03 0.01 0.01 0.34
H 1.973 -3.190 6.248 -0.03 0.00 0.02 0.36
H 0.918 -3.889 3.459 0.06 0.11 -0.01 -0.01
H 2.580 -4.110 3.990 0.06 0.09 -0.05 0.33
H 2.380 -2.039 2.654 -0.01 0.10 0.00 0.27
H 2.826 -1.643 4.315 -0.02 0.06 0.00 0.33
```
Forces are in eV/Å.

## Properties
- HOMO-LUMO gap: 6.9 eV
- HOMO: -7.7 eV
- DFT total energy: -2685.64710 Ha
- Structure (SMILES): CC(C)CC1=C([PH2]=N)C(=O)C=C(CCCC(F)(F)C(F)(F)F)C1=O.CCCC#N.CCCC#N.CCCC#N.CCCC#N.CCCC#N
- Maximum force: 3.51 eV Å⁻¹

***

Question: What is the formula in the second record?
Answer: CF3N2

***

Question: The highest DFT total energy belongs to which entry?
Answer: CF3N2

***

Question: Which of these has the lowest maximum force?
Answer: C41H37N4O3S3Tl

***

Question: DFT total energy of number 3 (C35H54F5N6O2P)?
Answer: -2685.64710 Ha